# 1
C45H42GeMnNO2S3 as an isolated structure, computed with ωB97M-V/def2-TZVPD.

Cartesian coordinates (Å):
1 Mn 0.100 -0.833 0.808
2 O -1.414 0.782 1.403
3 S -1.180 2.174 1.890
4 C -1.856 3.256 0.590
5 C -2.986 2.609 -0.207
6 C -2.596 1.524 -1.216
7 C -1.668 1.943 -2.354
8 S 0.060 1.291 -2.226
9 O 0.060 0.260 -1.153
10 C 0.892 2.717 -1.535
11 C 1.550 2.551 -0.333
12 C 2.243 3.625 0.215
13 C 2.282 4.838 -0.452
14 C 1.640 4.984 -1.681
15 C 0.949 3.919 -2.234
16 C -2.461 2.379 3.130
17 C -2.672 3.604 3.751
18 C -3.612 3.697 4.764
19 C -4.315 2.566 5.164
20 C -4.079 1.345 4.554
21 C -3.146 1.244 3.528
22 H -1.002 3.515 -0.036
23 H -2.192 4.165 1.093
24 H -3.511 3.414 -0.732
25 H -3.708 2.178 0.493
26 H -3.523 1.162 -1.667
27 H -2.156 0.671 -0.703
28 H -1.590 3.024 -2.491
29 H -2.009 1.507 -3.293
30 H 1.507 1.596 0.181
31 H 2.743 3.486 1.165
32 H 2.824 5.674 -0.028
33 H 1.688 5.927 -2.211
34 H 0.466 4.024 -3.199
35 H -2.099 4.476 3.455
36 H -3.786 4.648 5.253
37 H -5.040 2.640 5.966
38 H -4.610 0.460 4.879
39 H -2.929 0.298 3.046
40 C -2.383 -2.924 1.109
41 C -1.907 -2.412 2.433
42 C -2.671 -2.734 3.587
43 C -2.331 -2.226 4.798
44 C -1.216 -1.364 4.897
45 C -0.861 -0.763 6.126
46 C 0.205 0.092 6.170
47 C 0.943 0.362 5.008
48 C 0.637 -0.207 3.783
49 S 1.573 0.137 2.363
50 C -0.483 -1.100 3.719
51 N -0.835 -1.643 2.497
52 H -3.047 -3.780 1.245
53 H -1.533 -3.141 0.461
54 H -2.941 -2.133 0.597
55 H -3.529 -3.384 3.474
56 H -2.908 -2.457 5.687
57 H -1.449 -0.983 7.010
58 H 0.485 0.566 7.104
59 H 1.788 1.038 5.049
60 C 0.598 -2.379 -0.154
61 Ge 1.465 -2.189 -1.821
62 C 0.245 -1.897 -3.386
63 C 0.653 -1.927 -4.720
64 C -0.237 -1.688 -5.762
65 C -1.572 -1.425 -5.486
66 C -2.007 -1.422 -4.165
67 C -1.107 -1.658 -3.133
68 C 2.584 -3.727 -2.404
69 C 3.666 -3.584 -3.275
70 C 4.424 -4.676 -3.681
71 C 4.112 -5.947 -3.217
72 C 3.048 -6.111 -2.341
73 C 2.297 -5.011 -1.942
74 C 2.749 -0.661 -1.935
75 C 3.486 -0.368 -0.785
76 C 4.351 0.718 -0.736
77 C 4.497 1.546 -1.843
78 C 3.779 1.271 -2.998
79 C 2.922 0.174 -3.041
80 H 0.784 -3.373 0.279
81 H 1.690 -2.153 -4.960
82 H 0.109 -1.712 -6.790
83 H -2.271 -1.243 -6.294
84 H -3.056 -1.248 -3.943
85 H -1.432 -1.668 -2.095
86 H 3.944 -2.594 -3.627
87 H 5.262 -4.535 -4.355
88 H 4.701 -6.802 -3.529
89 H 2.804 -7.098 -1.965
90 H 1.473 -5.146 -1.249
91 H 3.344 -0.982 0.099
92 H 4.893 0.929 0.179
93 H 5.159 2.404 -1.803
94 H 3.883 1.913 -3.867
95 H 2.357 -0.016 -3.949

Results
E ... -6367.619036 a.u.
E_LUMO (spin up / spin down) ... 2.1 / 2.1 eV
Energy above the lowest of the compared OMol25 structures with the same formula, charge and spin ... 0.00 kcal per mole
2S+1 ... 2
Strongest force on any atom ... 0.0051 Eh/bohr
Net charge ... -1
⟨S²⟩ ... 0.97

=====

# 2
C45H42N6O6PdS as an isolated structure, computed with ωB97M-V/def2-TZVPD.

Cartesian coordinates (Å):
1 Pd 0.025 0.106 1.215
2 C 0.802 -3.908 -1.129
3 O 1.792 -2.869 -1.401
4 C 1.438 -1.823 -0.664
5 N 0.409 -1.910 0.083
6 C -0.144 -3.269 -0.078
7 C -1.602 -3.342 -0.480
8 C -2.149 -4.601 -0.725
9 C -3.476 -4.731 -1.104
10 C -4.279 -3.606 -1.231
11 C -3.743 -2.355 -0.974
12 C -2.406 -2.220 -0.611
13 C 2.274 -0.604 -0.733
14 C 3.490 -0.507 -1.385
15 C 4.144 0.718 -1.359
16 C 3.575 1.794 -0.694
17 C 2.368 1.590 -0.051
18 N 1.750 0.424 -0.084
19 C 1.637 2.603 0.744
20 N 0.696 2.290 1.546
21 C 0.208 3.564 2.152
22 C 1.011 4.625 1.367
23 O 2.013 3.861 0.643
24 C -1.300 3.779 2.094
25 C -2.193 2.741 2.342
26 C -3.564 2.960 2.324
27 C -4.066 4.229 2.069
28 C -3.185 5.279 1.860
29 C -1.813 5.057 1.880
30 H 0.291 -4.141 -2.059
31 H 1.329 -4.787 -0.773
32 H -0.037 -3.777 0.885
33 H -1.537 -5.492 -0.610
34 H -3.886 -5.715 -1.297
35 H -5.313 -3.708 -1.535
36 H -4.374 -1.474 -1.061
37 H -1.984 -1.242 -0.426
38 H 3.913 -1.372 -1.883
39 H 5.100 0.832 -1.855
40 H 4.053 2.765 -0.663
41 H 0.504 3.569 3.203
42 H 0.405 5.137 0.627
43 H 1.526 5.347 1.991
44 H -1.823 1.767 2.602
45 H -4.244 2.142 2.534
46 H -5.136 4.406 2.059
47 H -3.563 6.281 1.689
48 H -1.146 5.901 1.739
49 C 2.445 0.160 3.543
50 N 1.169 -0.385 3.086
51 C 0.611 -1.305 3.792
52 C -0.726 -1.700 3.475
53 C -1.588 -2.633 4.151
54 C -2.795 -2.495 3.564
55 C -2.635 -1.468 2.532
56 N -1.406 -1.019 2.475
57 C 3.535 -0.889 3.630
58 C 4.395 -0.917 4.720
59 C 5.438 -1.835 4.764
60 C 5.618 -2.735 3.725
61 C 4.755 -2.718 2.638
62 C 3.718 -1.798 2.590
63 H 2.299 0.622 4.521
64 H 2.737 0.946 2.855
65 H 1.107 -1.738 4.661
66 H -1.310 -3.296 4.959
67 H -3.710 -3.021 3.797
68 H -3.406 -1.075 1.887
69 H 4.253 -0.218 5.538
70 H 6.107 -1.847 5.616
71 H 6.427 -3.455 3.766
72 H 4.895 -3.423 1.826
73 H 3.040 -1.784 1.742
74 C 2.773 0.841 -5.663
75 C 1.388 0.497 -5.202
76 C 1.175 -0.537 -4.284
77 C -0.094 -0.838 -3.838
78 C -1.171 -0.110 -4.363
79 C -0.992 0.929 -5.283
80 C 0.286 1.221 -5.694
81 S -2.774 -0.582 -3.905
82 O -2.770 -1.900 -3.380
83 O -3.737 -0.086 -4.823
84 N -2.945 0.427 -2.516
85 C -3.144 1.844 -2.617
86 C -2.616 2.562 -1.395
87 C -1.209 2.043 -1.083
88 O -0.237 2.720 -1.400
89 O -1.225 0.848 -0.570
90 H 3.487 0.059 -5.407
91 H 3.098 1.777 -5.199
92 H 2.796 0.993 -6.743
93 H 2.015 -1.127 -3.938
94 H -0.281 -1.649 -3.142
95 H -1.847 1.448 -5.704
96 H 0.444 2.002 -6.429
97 H -2.438 0.103 -1.649
98 H -4.225 2.035 -2.745
99 H -2.685 2.195 -3.546
100 H -3.239 2.361 -0.524
101 H -2.597 3.631 -1.593

Results
E ... -3045.459586 a.u.
E_LUMO (spin up / spin down) ... -5.4 / -8.7 eV
2S+1 ... 5
Strongest force on any atom ... 0.0138 Eh/bohr
Net charge ... +2
⟨S²⟩ ... 6.06

=====

# 3
C45H43BiCl2N5O4P as an isolated structure, computed with ωB97M-V/def2-TZVPD.

Cartesian coordinates (Å):
1 Bi -0.030 0.351 0.377
2 C -3.491 -0.549 -1.647
3 C -3.179 -1.214 -0.356
4 N -2.075 -1.087 0.360
5 C -2.212 -1.891 1.472
6 C -3.422 -2.523 1.411
7 N -4.013 -2.069 0.260
8 C -4.151 -3.541 2.214
9 O -3.534 -4.034 3.254
10 O -5.260 -3.873 1.853
11 C -1.121 -2.025 2.498
12 O -1.368 -2.709 3.510
13 O -0.060 -1.401 2.253
14 H -2.609 -0.542 -2.282
15 H -3.792 0.487 -1.489
16 H -4.291 -1.077 -2.165
17 H -4.926 -2.381 -0.038
18 H -2.580 -3.664 3.318
19 N 1.746 2.296 0.086
20 C 3.170 2.014 0.326
21 C 3.506 1.861 1.804
22 C 2.794 0.720 2.533
23 N 1.468 1.125 3.017
24 H 1.601 2.615 -0.867
25 H 1.418 3.032 0.704
26 H 3.801 2.799 -0.103
27 H 3.393 1.084 -0.197
28 H 3.304 2.802 2.331
29 H 4.587 1.707 1.869
30 H 3.435 0.355 3.343
31 H 2.656 -0.123 1.850
32 H 1.566 1.706 3.842
33 H 0.935 0.301 3.288
34 C -2.873 -2.499 -5.930
35 C -1.953 -3.262 -5.222
36 C -0.977 -2.641 -4.460
37 C -0.885 -1.246 -4.409
38 C -1.809 -0.493 -5.127
39 C -2.800 -1.116 -5.877
40 P 0.371 -0.549 -3.266
41 C 1.944 -0.910 -4.129
42 C 2.049 -1.540 -5.365
43 C 3.298 -1.794 -5.920
44 C 4.451 -1.414 -5.251
45 C 4.355 -0.781 -4.018
46 C 3.111 -0.540 -3.458
47 C 0.172 1.238 -3.607
48 C 0.618 1.766 -4.793
49 C 0.271 3.068 -5.197
50 C -0.574 3.806 -4.421
51 C -1.036 3.313 -3.177
52 C -1.916 4.102 -2.392
53 C -2.320 3.669 -1.168
54 C -1.790 2.461 -0.660
55 C -0.949 1.639 -1.372
56 C -0.610 2.035 -2.710
57 H -3.643 -2.982 -6.518
58 H -2.001 -4.344 -5.256
59 H -0.272 -3.247 -3.901
60 H -1.767 0.589 -5.098
61 H -3.513 -0.513 -6.425
62 H 1.156 -1.835 -5.902
63 H 3.366 -2.288 -6.882
64 H 5.422 -1.615 -5.684
65 H 5.250 -0.496 -3.480
66 H 3.037 -0.079 -2.478
67 H 1.219 1.153 -5.454
68 H 0.640 3.458 -6.137
69 H -0.898 4.790 -4.737
70 H -2.251 5.054 -2.788
71 H -2.998 4.257 -0.563
72 H -2.070 2.201 0.363
73 Cl -2.965 3.988 2.702
74 C -1.819 2.875 3.467
75 Cl -2.264 1.183 3.235
76 H -1.805 3.082 4.530
77 H -0.843 3.028 3.019
78 N 1.581 -0.805 -0.446
79 C 1.754 -2.059 -0.442
80 C 3.106 -2.608 -0.809
81 C 3.203 -3.732 -1.627
82 C 4.443 -4.194 -2.040
83 C 5.600 -3.558 -1.613
84 C 5.512 -2.453 -0.776
85 C 4.270 -1.977 -0.384
86 C 0.711 -3.092 -0.165
87 C -0.485 -3.093 -0.867
88 C -1.446 -4.064 -0.616
89 C -1.227 -5.018 0.365
90 C -0.033 -5.016 1.078
91 C 0.942 -4.074 0.797
92 H 2.300 -4.235 -1.951
93 H 4.507 -5.054 -2.695
94 H 6.569 -3.926 -1.926
95 H 6.413 -1.965 -0.426
96 H 4.194 -1.117 0.267
97 H -0.659 -2.321 -1.606
98 H -2.374 -4.062 -1.177
99 H -1.987 -5.758 0.584
100 H 0.135 -5.749 1.855
101 H 1.877 -4.079 1.343

Results
E ... -3791.774157 a.u.
E_LUMO ... 0.2 eV
Energy above the lowest of the compared OMol25 structures with the same formula, charge and spin ... 3.52 kcal per mole
Strongest force on any atom ... 0.0128 Eh/bohr
Net charge ... 0